Record 1
The following is a DFT calculation (wB97M-V/def2-TZVPD) of one molecule with the formula C3H7NO.

Each line ends with the Mulliken charge.
Cartesian coordinates (Å):
O 1.574 1.279 0.521  -0.58
N 0.807 -0.710 -0.405  -0.22
C -1.162 0.570 0.586  -0.90
C 1.662 0.350 -0.257  0.06
C -0.654 -0.714 -0.110  -0.30
H 2.515 0.312 -0.964  0.30
H -1.167 -0.827 -1.073  0.23
H -1.759 1.206 -0.078  0.26
H 1.137 -1.373 -1.099  0.25
H -0.285 1.123 0.892  0.34
H -0.912 -1.587 0.501  0.26
H -1.756 0.372 1.485  0.29

Output
Lowest unoccupied orbital energy ... 0.83 eV
Highest occupied orbital energy ... -9.61 eV
Frontier orbital gap ... 0.3837 Ha
Energy relative to the best compared isomer or geometry (same formula, charge and spin) ... 92.65 kJ/mol
E ... -6761.790 eV

---

Record 2
The following is a DFT calculation (wB97M-V/def2-TZVPD) of one molecule with the formula C5H13NO.

Each line ends with the Mulliken charge.
Cartesian coordinates (Å):
O 2.722 0.739 -1.135  -0.48
N -0.517 0.170 0.716  -0.33
C 0.569 -0.249 -0.161  -0.14
C -2.607 -0.306 1.726  -1.24
C 0.069 -0.338 -1.661  -1.07
C 1.624 0.835 -0.128  -0.32
C -1.629 -0.793 0.753  -0.18
H -0.364 0.602 -2.079  0.24
H -1.240 -1.810 1.092  0.27
H 0.941 -0.755 -2.217  0.36
H 0.965 -1.242 0.128  0.24
H -2.098 -1.004 -0.215  0.25
H 2.078 0.924 1.006  0.24
H -1.001 1.005 0.485  0.30
H -3.303 0.586 1.322  0.25
H 0.931 1.759 -0.288  0.23
H 2.941 -0.195 -1.306  0.30
H -2.004 0.249 2.463  0.34
H -0.696 -1.128 -1.623  0.41
H -3.460 -0.984 2.130  0.33

Output
Lowest unoccupied orbital energy ... 0.93 eV
Highest occupied orbital energy ... -9.06 eV
Frontier orbital gap ... 0.3672 Ha
Energy relative to the best compared isomer or geometry (same formula, charge and spin) ... 233.23 kJ/mol
E ... -8931.594 eV

---

Record 3
The following is a DFT calculation (wB97M-V/def2-TZVPD) of a 4-piece molecular cluster, C12H32O4 overall.

Each line ends with the Mulliken charge.
Cartesian coordinates (Å):
O 1.481 0.834 -20.599  -0.56
O -1.076 -7.618 -15.080  -0.57
O 3.960 -4.128 -16.989  -0.60
O 7.216 -5.819 -21.461  -0.56
C 6.149 -4.366 -19.866  -1.11
C 1.937 0.523 -18.416  -1.32
C 8.628 -4.079 -20.553  -1.28
C 2.188 -3.244 -15.775  -1.49
C 0.811 0.561 -19.392  0.52
C 7.230 -4.457 -20.967  0.21
C -0.055 -0.687 -19.499  -1.25
C -1.126 -6.584 -16.006  0.72
C 1.771 -4.912 -17.701  -1.17
C -1.332 -5.229 -15.302  -1.16
C -2.312 -6.858 -16.976  -1.30
C 2.626 -3.809 -17.176  1.02
H -2.400 -7.840 -17.440  0.37
H 2.606 -0.309 -18.639  0.32
H -0.716 -0.482 -20.341  0.36
H 1.543 0.455 -17.402  0.29
H 2.641 -2.954 -17.853  0.02
H -1.367 -4.401 -16.010  0.30
H 6.526 -4.839 -18.959  0.33
H 8.726 -3.032 -20.263  0.35
H 2.191 -4.096 -15.095  0.36
H -2.369 -5.248 -14.965  0.39
H 2.891 -2.522 -15.359  0.35
H 7.679 -6.305 -20.775  0.33
H -3.212 -6.778 -16.365  0.36
H 1.920 -5.864 -17.192  0.35
H 2.053 1.579 -20.401  0.29
H -0.207 -6.635 -16.590  -0.02
H 0.225 1.466 -19.233  0.22
H 5.286 -4.887 -20.279  0.34
H 9.263 -4.108 -21.439  0.36
H -0.665 -5.027 -14.464  0.25
H 5.964 -3.323 -19.606  0.37
H -2.333 -5.969 -17.606  0.32
H 0.471 -1.623 -19.684  0.29
H -0.805 -0.572 -18.716  0.39
H 6.854 -4.006 -21.886  0.32
H 9.092 -4.720 -19.803  0.34
H 4.459 -3.874 -17.769  0.29
H -1.970 -7.902 -14.875  0.36
H 2.528 1.418 -18.607  0.47
H 1.150 -2.911 -15.748  0.33
H 0.741 -4.592 -17.547  0.15
H 1.898 -5.071 -18.772  0.35

Output
Lowest unoccupied orbital energy ... 0.61 eV
Highest occupied orbital energy ... -10.15 eV
Frontier orbital gap ... 0.3952 Ha
Energy relative to the best compared isomer or geometry (same formula, charge and spin) ... 157.15 kJ/mol
E ... -21151.271 eV

---

Record 4
The following is a DFT calculation (wB97M-V/def2-TZVPD) of C8H7N3O2 as an isolated structure.

Each line ends with the Mulliken charge.
Cartesian coordinates (Å):
O -3.398 -1.200 0.014  -0.54
O -4.644 0.658 0.031  -0.61
N -0.032 0.438 -0.022  0.79
N -0.239 1.755 -0.020  -1.04
N -1.576 -1.513 -0.009  0.11
C 1.235 -0.136 -0.019  -0.08
C 3.717 0.000 0.017  -1.22
C -2.234 0.749 -0.004  0.00
C -1.089 -2.604 -0.017  -0.13
C -3.584 0.085 0.015  0.49
C -1.227 -0.205 -0.013  0.33
C -1.545 1.968 -0.011  -0.43
C 2.351 0.583 0.007  -0.02
H 4.286 0.371 -0.834  0.31
H 2.272 1.661 0.025  0.38
H -1.510 -3.582 -0.014  0.40
H 4.245 0.309 0.918  0.30
H 3.686 -1.085 -0.020  0.31
H -1.933 2.965 -0.009  0.52
H 1.219 -1.217 -0.036  0.12

Output
Lowest unoccupied orbital energy (spin up / spin down) ... -0.79 / -0.79 eV
Highest occupied orbital energy (spin up / spin down) ... -9.25 / -9.25 eV
Frontier orbital gap (spin up / spin down) ... 0.3110 / 0.3110 Ha
Energy relative to the best compared isomer or geometry (same formula, charge and spin) ... 329.96 kJ/mol
E ... -16969.932 eV